{
  "formula": "C17H19BrF13N5O2S",
  "method": "the ωB97M-V functional and the def2-TZVPD basis",
  "e_tot_ha": -5353.61633,
  "orbital_gap_ev": 6.8,
  "e_lumo_ev": -1.82,
  "symbols": ["C", "C", "C", "Br", "C", "N", "N", "C", "N", "C", "O", "O", "N", "C", "C", "C", "F", "F", "C", "F", "F", "C", "F", "F", "C", "F", "F", "S", "F", "F", "F", "F", "F", "H", "H", "H", "H", "H", "H", "H", "H", "H", "H", "H", "H", "H", "H", "N", "C", "C", "C", "C", "C", "H", "H", "H", "H", "H"],
  "coordinates": [[5.4723, 2.9880, 1.2172], [4.9571, 1.4767, 1.0677], [6.0890, 0.4597, 0.4621], [7.7678, 0.7526, 1.5313], [5.5686, -1.0208, 0.8748], [6.3632, -2.1237, 0.2876], [4.0595, -1.1562, 0.6433], [3.6307, 0.0029, -0.2041], [3.2019, -0.3201, -1.4127], [3.1120, -1.7688, -1.8429], [2.0579, -2.4543, -1.6868], [4.2275, -2.3891, -2.4018], [3.7006, 1.4135, 0.2127], [2.4840, 1.8130, 1.0389], [1.7315, 3.0402, 0.3568], [0.4917, 2.7613, -0.5654], [-0.3314, 3.9531, -0.5590], [0.9828, 2.6883, -1.9328], [-0.3750, 1.4357, -0.3540], [0.3946, 0.2335, -0.5597], [-1.2709, 1.4471, -1.4995], [-1.3225, 1.3913, 0.9294], [-0.4523, 1.7369, 2.0521], [-2.2636, 2.4790, 0.9560], [-1.9201, -0.0129, 1.3786], [-0.8815, -0.9561, 1.7065], [-2.5491, 0.2346, 2.6546], [-3.1511, -0.8826, 0.3045], [-4.3272, -0.7242, 1.5225], [-2.7053, -2.3483, 1.0434], [-2.0670, -1.2416, -0.8999], [-3.7441, 0.4771, -0.4238], [-4.2893, -1.7636, -0.5545], [4.5506, 3.6388, 1.4765], [5.8907, 3.3881, 0.2229], [6.2309, 3.1405, 2.0558], [4.7674, 1.0755, 2.1425], [6.2551, 0.5927, -0.6592], [5.7127, -1.0921, 2.0223], [5.9643, -2.4054, -0.6139], [6.3723, -2.9099, 0.9616], [3.6439, -1.0078, 1.5723], [2.9047, 0.3733, -2.1256], [1.8355, 0.9240, 1.3449], [2.9353, 2.2171, 2.0306], [2.5013, 3.6602, -0.2483], [1.3966, 3.7530, 1.2084], [-10.2488, -2.5674, -1.9024], [-9.2871, -3.0189, -2.7242], [-7.9328, -2.9444, -2.4409], [-7.5445, -2.3666, -1.2407], [-8.5170, -1.8899, -0.3734], [-9.8455, -2.0145, -0.7470], [-9.6406, -3.4590, -3.6511], [-7.2004, -3.3277, -3.1406], [-6.4945, -2.2887, -0.9836], [-8.2493, -1.4327, 0.5712], [-10.6429, -1.6603, -0.1013]],
  "atomic_forces_ev_per_a": [[-0.999, 0.361, -0.383], [1.820, 0.336, 0.713], [-1.500, -0.275, 0.979], [-0.951, -0.195, -1.045], [1.470, -0.432, 0.793], [-0.992, 0.935, 0.962], [0.120, 2.980, -0.909], [-0.888, -0.992, -1.072], [0.631, 0.341, 1.639], [2.022, -8.303, -2.749], [2.094, 4.102, 0.334], [-3.996, 4.963, 2.899], [0.434, -2.619, 0.810], [0.474, 0.839, 0.826], [0.124, 0.768, 0.871], [1.188, 1.899, -1.467], [1.409, -3.121, 0.143], [-1.134, -0.284, 2.788], [-1.551, -0.896, -3.559], [-1.654, 3.203, 1.235], [1.649, -0.058, 2.703], [1.145, 2.560, 2.336], [-1.482, -0.963, -2.353], [2.166, -3.457, -0.668], [1.319, -0.476, 4.384], [-2.232, 3.043, -1.451], [1.749, -0.247, -3.363], [-3.724, -4.381, -0.807], [1.765, -0.113, -2.450], [-0.880, 2.542, -1.215], [-1.556, 1.515, 2.077], [1.640, -1.884, 1.187], [1.849, 1.533, 1.204], [1.470, -0.925, -0.402], [-0.566, -0.720, 1.516], [-1.072, -0.503, -1.294], [0.080, 0.578, -1.634], [0.028, -0.169, 1.601], [-0.207, 0.264, -1.883], [0.029, -0.060, 0.251], [-0.131, 0.623, -0.956], [-0.086, -0.047, -0.513], [0.389, -0.301, 0.922], [0.770, 1.227, -0.692], [-0.983, -0.641, -1.652], [-1.395, -1.224, 0.804], [0.200, -1.314, -1.453], [0.666, 0.049, 0.157], [-0.524, 0.160, 0.275], [0.005, 0.067, 0.122], [0.113, 0.002, 0.028], [0.079, -0.059, -0.112], [-0.318, -0.216, -0.466], [0.064, 0.000, 0.018], [-0.055, 0.016, 0.024], [-0.120, -0.014, -0.021], [-0.034, -0.025, -0.042], [0.067, 0.007, 0.011]]
}